{
  "formula": "C21H26BrGaN4O7S",
  "method": "ωB97M-V with the def2-TZVPD basis set",
  "orbital_gap_ev": [6.073, 6.072],
  "e_lumo_ha": [-0.0660, -0.0660],
  "multiplicity": 1,
  "charge": 0,
  "species": ["Ga", "O", "C", "C", "C", "C", "C", "C", "C", "O", "N", "N", "C", "C", "Br", "C", "C", "C", "C", "C", "C", "C", "H", "H", "H", "H", "H", "H", "H", "H", "H", "H", "H", "H", "H", "H", "O", "S", "O", "O", "O", "C", "N", "C", "C", "O", "N", "C", "C", "H", "H", "H", "H", "H", "H", "H", "H", "H", "H", "H", "H"],
  "xyz": [[-0.2301, -0.7046, -0.2940], [-4.4492, -0.4050, -1.0814], [-4.4698, 0.9260, -1.2933], [-5.7028, 1.4857, -1.7206], [-5.7983, 2.9084, -1.8813], [-4.7751, 3.7068, -1.5256], [-3.5202, 3.1550, -1.1239], [-3.3605, 1.7766, -1.1116], [-2.0398, 1.2352, -0.6364], [-2.0556, -0.1926, -0.6202], [-0.9230, 1.7418, -1.5024], [0.2452, 0.9915, -1.2126], [1.3695, 1.6409, -1.2397], [2.6547, 1.1278, -1.4972], [3.0064, -0.6192, -2.4010], [3.8677, 1.7154, -1.2337], [3.9749, 2.8570, -0.3332], [3.1646, 2.8524, 0.8460], [3.1308, 3.9676, 1.6578], [3.9230, 5.1501, 1.3686], [4.7721, 5.1245, 0.2715], [4.7672, 3.9956, -0.5818], [-3.4433, -0.6321, -0.8256], [-6.5796, 0.8821, -1.9928], [-6.7608, 3.3210, -2.2704], [-4.9443, 4.7228, -1.4704], [-2.6178, 3.7902, -1.0732], [-1.8433, 1.5719, 0.4226], [-0.7315, 2.7312, -1.1893], [1.3256, 2.7206, -0.9060], [4.7004, 1.6281, -1.9410], [2.4927, 2.0610, 1.1094], [2.4568, 4.0546, 2.5113], [3.8904, 6.0006, 2.0540], [5.2762, 6.0022, -0.1022], [5.3210, 3.9773, -1.5239], [1.1999, -1.4728, 3.1805], [1.0211, -0.5290, 2.0717], [1.4965, -1.1152, 0.7372], [-0.5047, -0.3501, 1.6926], [1.6387, 0.7632, 2.2301], [-1.1269, -5.2707, 1.8444], [-1.0476, -3.9681, 1.2115], [-2.0721, -3.0370, 1.7259], [-0.2233, -3.5826, 0.2355], [-0.5348, -2.5877, -0.5133], [0.9305, -4.2697, -0.0172], [1.6041, -5.0554, 0.9289], [1.5597, -4.0018, -1.3113], [-2.0454, -5.2197, 2.4437], [-0.2713, -5.3510, 2.6067], [-1.2244, -6.1531, 1.1284], [-2.7644, -3.6073, 2.3052], [-2.7258, -2.6785, 0.8943], [-1.6490, -2.2242, 2.3037], [1.1907, -6.1011, 0.9720], [1.5756, -4.6118, 1.8953], [2.6430, -5.2222, 0.7106], [1.9413, -2.9419, -1.2272], [0.9032, -4.0504, -2.1729], [2.3913, -4.6306, -1.5331]],
  "nbo_charge": [1.988, -0.699, 0.343, -0.266, -0.186, -0.265, -0.169, -0.157, 0.227, -0.927, -0.405, -0.453, 0.090, -0.099, 0.045, -0.083, -0.117, -0.206, -0.195, -0.172, -0.227, -0.165, 0.520, 0.223, 0.212, 0.206, 0.192, 0.179, 0.356, 0.224, 0.235, 0.285, 0.227, 0.222, 0.222, 0.211, -0.963, 2.558, -1.094, -1.088, -1.008, -0.416, -0.411, -0.416, 0.855, -0.818, -0.414, -0.408, -0.415, 0.220, 0.217, 0.216, 0.199, 0.223, 0.260, 0.188, 0.226, 0.223, 0.224, 0.215, 0.212]
}

=====

{
  "formula": "C21H26CeClN5O4",
  "method": "ωB97M-V with the def2-TZVPD basis set",
  "orbital_gap_ev": [7.952, 7.969],
  "e_lumo_ha": [-0.3249, -0.3242],
  "e_above_lowest_kj_mol": 84.10,
  "multiplicity": 2,
  "charge": 3,
  "species": ["Ce", "C", "C", "C", "C", "C", "C", "N", "C", "C", "C", "C", "C", "N", "C", "C", "C", "C", "C", "C", "N", "H", "H", "H", "H", "H", "H", "H", "H", "H", "H", "H", "H", "H", "H", "H", "O", "Cl", "O", "O", "O", "N", "C", "C", "N", "C", "C", "H", "H", "H", "H", "H", "H", "H", "H", "H", "H", "H"],
  "xyz": [[0.9352, 0.0606, 0.3906], [0.9353, -3.2358, 1.5707], [0.3884, -2.4068, 2.6936], [0.2212, -2.9764, 3.9554], [-0.2605, -2.1880, 4.9823], [-0.5542, -0.8547, 4.7251], [-0.3607, -0.3378, 3.4459], [0.0804, -1.1288, 2.4332], [-0.6058, 1.0966, 3.1291], [-1.0085, 2.0011, 4.1141], [-1.1782, 3.3348, 3.7833], [-0.9691, 3.7400, 2.4753], [-0.5994, 2.7939, 1.5167], [-0.4031, 1.5002, 1.8554], [-0.3515, 3.1801, 0.0994], [-0.6242, 4.4663, -0.3640], [-0.2788, 4.8206, -1.6613], [0.3410, 3.8825, -2.4654], [0.5491, 2.6006, -1.9599], [1.1981, 1.5541, -2.8183], [0.1777, 2.2366, -0.7226], [1.8669, -3.7010, 1.8945], [1.1384, -2.6211, 0.6705], [0.2463, -4.0464, 1.3317], [0.4676, -4.0131, 4.1226], [-0.3912, -2.5960, 5.9735], [-0.9215, -0.2438, 5.5304], [-1.1790, 1.6922, 5.1293], [-1.4619, 4.0518, 4.5396], [-1.0791, 4.7808, 2.2258], [-1.0796, 5.2088, 0.2686], [-0.4747, 5.8157, -2.0288], [0.6657, 4.1414, -3.4619], [2.0751, 1.9742, -3.3080], [0.5178, 1.2504, -3.6164], [1.5207, 0.6835, -2.2170], [4.7066, 0.0829, 0.5236], [3.3463, 0.1124, 0.5364], [2.7294, -0.3022, 1.7593], [2.7632, 1.3884, 0.2365], [2.7467, -0.7761, -0.4678], [-1.4243, -2.4665, -4.1642], [-2.2707, -1.8672, -3.1007], [-1.4075, -1.0014, -2.1775], [-0.2873, -1.7512, -1.5767], [0.5275, -2.3678, -2.6467], [-0.3105, -3.2573, -3.5714], [-1.0363, -1.7260, -4.7651], [-1.9978, -3.0644, -4.7754], [-2.7498, -2.6722, -2.5382], [-3.0544, -1.2534, -3.5466], [-2.0398, -0.6062, -1.3766], [-0.9971, -0.1526, -2.7350], [-0.6974, -2.5248, -1.0374], [1.3149, -2.9780, -2.1960], [1.0174, -1.5744, -3.2211], [-0.7405, -4.0996, -3.0228], [0.3197, -3.6582, -4.3673]],
  "mulliken_spin": [0.985, 0.002, 0.001, 0.000, 0.000, 0.000, 0.005, 0.001, -0.006, 0.001, -0.001, 0.001, -0.005, -0.001, 0.005, 0.001, -0.001, 0.001, 0.000, 0.002, 0.002, 0.000, -0.002, 0.000, 0.000, 0.000, 0.000, 0.000, 0.000, 0.000, 0.000, 0.000, 0.000, 0.000, 0.000, -0.002, 0.002, 0.015, -0.002, 0.002, -0.005, 0.000, 0.000, 0.003, -0.002, 0.001, 0.000, 0.000, 0.000, 0.000, 0.000, -0.001, 0.000, 0.000, 0.000, 0.000, 0.000, 0.000]
}

=====

{
  "formula": "C21H26ClN3O5S",
  "method": "ωB97M-V with the def2-TZVPD basis set",
  "orbital_gap_ev": 7.773,
  "e_lumo_ha": -0.0484,
  "e_above_lowest_kj_mol": 2193.68,
  "multiplicity": 1,
  "charge": 0,
  "species": ["C", "C", "C", "C", "N", "S", "O", "O", "C", "C", "C", "C", "C", "C", "H", "H", "N", "C", "O", "C", "C", "C", "C", "C", "C", "Cl", "H", "N", "O", "O", "H", "H", "H", "H", "H", "C", "C", "C", "C", "H", "H", "H", "H", "H", "H", "H", "H", "H", "H", "H", "H", "H", "H", "H", "H", "H", "H"],
  "xyz": [[0.0195, -2.6110, 0.9745], [-1.2901, -2.0559, 0.9757], [-1.9284, -1.8352, -0.4265], [-3.3836, -1.2383, -0.3823], [-3.3042, -0.0765, 0.1050], [-2.8978, 1.2490, -0.6921], [-3.2731, 2.4561, 0.0439], [-3.2960, 1.1116, -2.2132], [-1.1112, 1.2022, -0.7797], [-0.3006, 0.7872, -1.8221], [0.9744, 0.8740, -1.7229], [1.5798, 0.9632, -0.6262], [0.9717, 1.0504, 0.4935], [-0.3986, 1.4758, 0.5602], [-1.0126, 1.6654, 1.2532], [1.3874, 1.3615, 1.6719], [3.1001, 0.5551, -0.3175], [3.9491, 0.3007, -1.2195], [3.8497, 0.1385, -2.5055], [5.3690, 0.3620, -0.6605], [6.1263, -0.7774, -1.2709], [7.3712, -0.8062, -0.6322], [8.0408, 0.2050, 0.0644], [7.2498, 1.2515, 0.5718], [5.9869, 1.4811, -0.2374], [5.2096, 2.7613, 0.4594], [7.7927, 1.7810, 0.9968], [9.4645, 0.1389, 0.4033], [9.7954, 0.8332, 1.2297], [10.0724, -1.0436, 0.1524], [8.1028, -1.6338, -1.1386], [5.6814, -1.5389, -1.9422], [3.4384, 0.9846, 0.5749], [1.5787, 0.2761, -2.6377], [-0.9036, 0.6256, -2.7372], [-4.0973, 0.6432, 1.4459], [-5.5092, 0.9835, 0.9084], [-6.4332, 0.0076, 0.6063], [-7.8524, 0.5966, 0.1635], [-8.5772, -0.0268, -0.2953], [-8.2186, 0.6858, 1.2684], [-7.9315, 1.5500, -0.1840], [-6.0973, -0.2741, -0.6073], [-6.5426, -1.0883, 0.9316], [-5.5213, 1.9398, 0.4067], [-5.8563, 1.1945, 2.0107], [-3.5149, 1.1088, 1.9961], [-4.0738, -0.5945, 2.0814], [-3.7859, -0.9972, -1.4819], [-4.2843, -1.7355, 0.2645], [-1.3885, -1.3326, -1.1105], [-2.2175, -2.8768, -0.8755], [-1.8689, -2.6295, 1.5140], [-1.3430, -1.1403, 1.5368], [0.5306, -2.7591, 1.9953], [0.6380, -1.8675, 0.4894], [-0.0664, -3.6619, 0.3693]],
  "nbo_charge": [-0.583, -0.418, -0.392, -0.235, -0.746, 2.246, -0.918, -0.943, -0.283, -0.211, -0.237, 0.116, -0.211, -0.126, 0.191, 0.228, -0.573, 0.647, -0.646, -0.109, -0.136, -0.201, 0.026, -0.107, -0.088, 0.057, 0.174, 0.516, -0.267, -0.444, 0.250, 0.271, 0.423, 0.287, 0.262, -0.035, -0.473, -0.404, -0.587, 0.220, 0.180, 0.211, 0.164, 0.255, 0.271, 0.201, 0.152, 0.167, 0.241, 0.217, 0.203, 0.199, 0.194, 0.188, 0.215, 0.200, 0.203]
}

=====

{
  "formula": "C21H26F6N5O4ReS5",
  "method": "ωB97M-V with the def2-TZVPD basis set",
  "orbital_gap_ev": [5.481, 6.339],
  "e_lumo_ha": [-0.1866, -0.1713],
  "multiplicity": 2,
  "charge": 1,
  "species": ["Re", "C", "N", "C", "C", "N", "C", "C", "C", "C", "C", "C", "C", "S", "C", "C", "C", "C", "C", "C", "S", "H", "H", "H", "H", "H", "H", "H", "H", "H", "H", "H", "H", "H", "H", "H", "H", "H", "H", "C", "N", "C", "S", "N", "C", "H", "H", "H", "H", "H", "H", "H", "H", "F", "C", "F", "F", "S", "O", "O", "N", "S", "O", "O", "C", "F", "F", "F"],
  "xyz": [[-0.3087, 0.2472, -0.1501], [-2.9642, 0.6389, 1.4632], [-1.8360, 1.4844, 1.0546], [-2.3088, 2.5377, 0.1273], [-1.1451, 3.0810, -0.6954], [-0.5767, 2.0040, -1.5521], [0.6948, 2.4989, -2.1200], [-1.5222, 1.7182, -2.6479], [-1.7519, 2.6522, -3.6517], [-2.6527, 2.3998, -4.6728], [-3.3549, 1.2038, -4.7045], [-3.1446, 0.2683, -3.7159], [-2.2347, 0.5136, -2.6846], [-2.0345, -0.7256, -1.4642], [-1.2361, 2.1127, 2.2274], [-2.0205, 2.7505, 3.1823], [-1.4496, 3.3458, 4.2945], [-0.0740, 3.3160, 4.4713], [0.7218, 2.7151, 3.5211], [0.1510, 2.1213, 2.3932], [1.2231, 1.4415, 1.2062], [-3.7711, 1.2220, 1.9112], [-2.6133, -0.1043, 2.1767], [-3.3582, 0.1168, 0.5914], [-2.7770, 3.3584, 0.6824], [-3.0573, 2.1063, -0.5452], [-0.3475, 3.4448, -0.0381], [-1.4937, 3.9055, -1.3252], [0.5468, 3.4508, -2.6287], [1.0779, 1.7653, -2.8281], [1.4227, 2.6282, -1.3169], [-1.2312, 3.5965, -3.6579], [-2.8135, 3.1438, -5.4367], [-4.0598, 1.0027, -5.4947], [-3.6761, -0.6700, -3.7008], [-3.0925, 2.7988, 3.0688], [-2.0801, 3.8345, 5.0213], [0.3726, 3.7735, 5.3392], [1.7939, 2.6783, 3.6286], [2.4724, -4.1926, -2.7695], [2.0858, -2.8053, -2.6217], [2.3215, -1.9571, -1.6309], [1.4234, -0.4712, -1.7925], [3.2334, -2.0570, -0.6923], [4.2365, -3.0823, -0.4913], [1.7142, -4.6909, -3.3696], [2.5210, -4.6815, -1.8001], [3.4311, -4.2880, -3.2801], [1.4387, -2.4460, -3.3120], [3.1009, -1.4132, 0.0864], [4.5642, -3.4923, -1.4431], [3.8711, -3.8776, 0.1615], [5.0986, -2.6268, -0.0071], [1.2323, -4.0450, 0.5984], [-0.0563, -3.7140, 0.4818], [-0.7536, -4.8242, 0.3214], [-0.1563, -3.0004, -0.6531], [-0.6651, -2.6678, 1.9466], [-0.7732, -1.3362, 1.3573], [-1.8898, -3.2628, 2.3250], [0.4918, -2.7297, 2.9884], [1.4952, -1.5120, 2.8277], [1.8268, -1.2986, 1.4348], [1.1724, -0.3518, 3.5826], [3.0783, -2.2514, 3.5109], [3.0024, -2.6508, 4.7657], [4.0623, -1.3551, 3.4058], [3.4016, -3.2932, 2.7400]],
  "mulliken_spin": [0.890, 0.003, -0.037, 0.006, 0.002, -0.037, 0.012, 0.008, 0.001, -0.005, 0.003, 0.000, 0.004, -0.053, 0.022, -0.005, 0.016, -0.007, 0.018, -0.005, 0.127, 0.001, -0.002, -0.002, 0.000, 0.000, -0.003, 0.001, 0.000, 0.001, -0.005, 0.000, 0.000, 0.000, 0.001, 0.001, 0.001, 0.000, 0.001, 0.000, 0.004, -0.007, 0.026, -0.001, 0.000, 0.000, 0.000, 0.000, 0.002, -0.002, 0.000, 0.000, 0.000, 0.000, 0.000, 0.000, 0.002, 0.001, -0.001, 0.000, 0.003, 0.001, 0.017, -0.001, 0.000, 0.000, 0.000, 0.000]
}

=====

| no. | maximum force (eV/Å) |
| --- | --- |
| 1 | 3.4 |
| 2 | 9.8 |
| 3 | 16.5 |
| 4 | 1.6 |